[1]
Below is a cluster of 14 separate species, H28O14 in total, with properties calculated with the ωB97M-V functional and the def2-TZVPD basis.

XYZ file:
```
42
Properties=species:S:1:pos:R:3
O 0.285 2.313 -1.602
H 0.500 1.632 -2.245
H 0.320 3.143 -2.010
O -2.497 2.095 -2.259
H -2.015 2.593 -2.951
H -1.942 1.375 -1.921
O -0.822 3.978 0.747
H -0.995 3.071 0.418
H -1.671 4.362 0.892
O 0.282 -0.916 3.075
H -0.631 -0.799 3.399
H 0.328 -0.138 2.557
O 0.906 -1.508 -1.718
H 0.276 -0.942 -2.165
H 1.572 -1.735 -2.345
O 2.222 -2.165 1.557
H 1.554 -1.861 2.126
H 2.969 -1.664 1.875
O -2.121 1.413 0.522
H -2.755 2.019 0.107
H -2.666 0.669 0.691
O 0.322 -4.068 -1.514
H 1.178 -4.564 -1.561
H 0.634 -3.177 -1.335
O 2.397 1.976 0.540
H 1.627 1.403 0.510
H 2.064 2.743 0.112
O 3.875 -1.890 -0.896
H 3.125 -1.916 -0.276
H 4.667 -2.303 -0.514
O 0.407 0.175 0.496
H -0.375 0.679 0.128
H 0.658 -0.435 -0.236
O -1.342 1.543 3.300
H -1.820 1.619 2.524
H -1.995 1.326 3.954
O -1.833 -0.774 -1.909
H -2.595 -0.668 -1.262
H -2.209 -0.482 -2.715
O -0.900 -2.874 0.775
H -0.493 -2.033 1.110
H -0.477 -3.223 0.003
```

ΔE to the lowest compared entry with this formula, charge and spin: 49.2 kcal/mol
HOMO-LUMO gap: 9.4 eV
HOMO: -10.07 eV

[2]
Below is a cluster of 14 separate species, H28O14 in total, with properties calculated with the ωB97M-V functional and the def2-TZVPD basis.

XYZ file:
```
42
Properties=species:S:1:pos:R:3
O 3.258 -0.299 -0.918
H 4.139 -0.413 -1.285
H 3.463 0.230 -0.108
O -3.398 -2.078 -0.874
H -2.487 -1.913 -0.699
H -3.870 -1.828 -0.095
O -1.615 -2.419 2.914
H -1.273 -2.370 2.001
H -0.841 -2.283 3.402
O -0.825 -2.513 0.285
H -0.336 -1.814 -0.179
H -0.403 -3.362 0.095
O 2.231 2.049 0.478
H 1.349 2.429 0.657
H 2.762 2.709 -0.042
O 1.596 -1.074 2.085
H 2.453 -0.826 2.404
H 1.227 -1.798 2.619
O -0.058 3.463 -1.868
H -0.855 3.693 -2.272
H -0.228 2.925 -1.114
O -2.296 0.114 1.313
H -2.044 0.735 1.954
H -2.448 -0.666 1.878
O -3.135 1.348 -0.958
H -2.391 1.294 -1.529
H -2.935 0.814 -0.240
O 1.398 1.054 -2.620
H 1.264 1.959 -2.263
H 1.950 0.665 -1.984
O -0.003 0.180 -0.022
H -0.754 0.126 0.540
H 0.784 0.132 0.496
O -1.309 1.014 -2.950
H -1.180 1.510 -3.744
H -0.373 0.967 -2.642
O 1.029 0.647 3.960
H 1.580 1.378 3.694
H 1.214 -0.049 3.283
O 1.317 -2.193 -1.945
H 0.393 -2.140 -2.144
H 1.650 -1.398 -1.562
```

ΔE to the lowest compared entry with this formula, charge and spin: 43.0 kcal/mol
HOMO-LUMO gap: 9.3 eV
HOMO: -9.95 eV

[3]
Below is a cluster of 14 separate species, H28O14 in total, with properties calculated with the ωB97M-V functional and the def2-TZVPD basis.

XYZ file:
```
42
Properties=species:S:1:pos:R:3
O 14.571 10.682 -0.464
H 14.147 10.080 -0.972
H 15.437 10.286 -0.583
O 18.452 10.179 -5.634
H 18.752 9.704 -4.866
H 18.446 11.101 -5.380
O 15.404 10.393 -6.666
H 15.819 10.190 -7.482
H 14.637 10.837 -7.106
O 15.944 11.088 -3.856
H 16.230 10.733 -4.741
H 15.596 10.356 -3.282
O 14.687 13.098 -2.077
H 14.661 13.887 -1.529
H 14.508 12.374 -1.519
O 16.274 14.398 -4.180
H 17.057 14.780 -3.684
H 15.794 13.838 -3.590
O 17.311 10.744 -0.688
H 17.871 11.537 -0.558
H 17.652 10.278 -1.467
O 13.229 11.321 -4.468
H 14.154 11.224 -4.194
H 12.927 10.407 -4.452
O 18.313 9.378 -2.839
H 17.545 8.982 -3.287
H 18.370 8.651 -2.176
O 17.902 12.982 -5.927
H 17.276 13.070 -6.640
H 17.435 13.251 -5.182
O 15.920 12.953 -7.729
H 15.948 12.193 -7.227
H 16.512 12.828 -8.483
O 13.969 13.618 -5.868
H 14.065 12.911 -5.268
H 14.261 13.243 -6.678
O 14.975 8.941 -2.621
H 15.301 8.110 -2.248
H 14.192 8.613 -3.026
O 18.373 12.423 -3.039
H 17.514 12.088 -3.086
H 18.249 13.194 -2.516
```

ΔE to the lowest compared entry with this formula, charge and spin: 58.2 kcal/mol
HOMO-LUMO gap: 9.2 eV
HOMO: -10.04 eV

[4]
Below is a cluster of 14 separate species, H28O14 in total, with properties calculated with the ωB97M-V functional and the def2-TZVPD basis.

XYZ file:
```
42
Properties=species:S:1:pos:R:3
O 1.215 1.922 -3.431
H 0.833 1.919 -2.503
H 0.763 1.094 -3.722
O 4.931 -0.745 0.669
H 4.336 -1.080 0.010
H 4.424 -0.509 1.431
O -2.471 -1.685 -4.326
H -1.548 -1.586 -4.143
H -2.974 -1.046 -3.816
O -0.012 1.585 -0.538
H 0.775 1.896 -0.066
H 0.033 0.678 -0.264
O 1.398 -3.966 -2.346
H 2.245 -3.736 -2.752
H 0.820 -3.893 -3.150
O 1.907 -2.461 0.649
H 2.749 -2.897 0.528
H 2.116 -1.848 1.376
O -1.862 2.132 2.739
H -1.151 2.620 2.340
H -2.659 2.496 2.303
O 1.638 -0.669 3.192
H 0.679 -0.888 3.023
H 1.520 -0.176 4.062
O -4.214 -2.880 1.475
H -4.098 -2.301 2.267
H -3.796 -2.163 0.888
O 2.002 4.142 0.485
H 2.906 4.332 0.703
H 1.534 4.505 1.226
O -1.110 3.374 -2.848
H -0.498 3.738 -3.522
H -1.884 3.333 -3.416
O -0.855 -0.906 1.766
H -1.663 -1.338 2.104
H -0.604 -1.536 1.071
O -2.183 0.933 -2.031
H -2.528 0.854 -1.154
H -1.658 1.730 -2.041
O -0.566 -1.674 4.162
H 0.125 -2.315 4.102
H -0.612 -0.985 3.498
```

ΔE to the lowest compared entry with this formula, charge and spin: 81.8 kcal/mol
HOMO-LUMO gap: 10.7 eV
HOMO: -10.90 eV

Number 1: strongest force on any atom 3.07 eV/A. Number 2: strongest force on any atom 2.99 eV/A. Number 3: strongest force on any atom 4.77 eV/A. Number 4: strongest force on any atom 3.65 eV/A.